(1)
Here is C16H28BrMnN4O2S3 as an isolated structure from the Open Molecules 2025 dataset. Energies are from ωB97M-V/def2-TZVPD.

Properties
**Net charge**: +1
**<S²>**: 0.777
**Multiplicity**: 2
**Energy relative to the best compared isomer or geometry (same formula, charge and spin)**: 34.8 kJ/mol

Each line ends with the natural charge from an NBO analysis.
Cartesian coordinates (Å):
Mn  0.588  0.371  0.006  0.7640
N  2.119  1.716  -0.776  -0.8275
C  3.158  2.004  0.252  -0.2335
C  2.532  1.842  1.623  -0.2266
N  1.838  0.552  1.661  -0.6421
C  2.740  -0.620  1.771  -0.2546
C  2.963  -1.290  0.424  -0.2244
N  1.657  -1.394  -0.260  -0.8154
H  2.566  1.435  -1.644  0.3952
H  1.658  2.590  -1.000  0.3891
H  3.578  3.002  0.121  0.2166
H  3.977  1.297  0.129  0.2021
H  1.792  2.627  1.797  0.2126
H  3.293  1.923  2.404  0.2141
H  1.196  0.488  2.456  0.4513
H  2.259  -1.325  2.450  0.2447
H  3.696  -0.338  2.219  0.2124
H  3.438  -2.264  0.557  0.2177
H  3.615  -0.696  -0.215  0.1843
H  1.077  -2.089  0.207  0.3939
H  1.781  -1.743  -1.205  0.3875
C  -0.382  3.136  -2.259  -0.5710
C  -1.054  3.510  -0.931  -0.5494
S  -0.909  2.301  0.440  0.3306
C  -2.500  1.451  0.291  -0.5310
C  -2.692  0.801  -1.065  -0.5400
S  -1.269  -0.222  -1.580  0.2930
C  -1.440  -0.075  -3.387  -0.5290
C  -0.841  1.124  -4.106  -0.5399
S  -1.476  2.765  -3.665  0.2320
H  0.193  2.225  -2.134  0.2110
H  0.293  3.937  -2.564  0.2337
H  -2.122  3.686  -1.059  0.2487
H  -0.640  4.441  -0.546  0.2446
H  -3.300  2.164  0.487  0.2441
H  -2.483  0.715  1.090  0.2708
H  -2.824  1.559  -1.835  0.2428
H  -3.578  0.166  -1.057  0.2471
H  -2.512  -0.135  -3.578  0.2399
H  -1.002  -0.989  -3.790  0.2410
H  -1.049  1.007  -5.172  0.2515
H  0.246  1.145  -4.008  0.2121
Br  -3.279  -5.162  -0.231  0.0824
C  -2.387  -4.395  1.246  -0.1623
C  -2.263  -5.110  2.431  0.0349
N  -1.644  -4.620  3.499  -0.3877
C  -1.124  -3.400  3.420  0.0740
C  -1.202  -2.614  2.275  -0.2271
C  -1.853  -3.125  1.160  -0.1191
C  -0.571  -1.253  2.247  0.7882
O  0.096  -0.858  3.200  -0.6714
O  -0.710  -0.604  1.135  -0.8200
H  -2.678  -6.107  2.515  0.2143
H  -0.624  -3.014  4.300  0.2216
H  -1.942  -2.537  0.256  0.2284

(2)
Here is C16H28ClMgN4O4 as an isolated structure from the Open Molecules 2025 dataset. Energies are from ωB97M-V/def2-TZVPD.

Properties
**<S²>**: 0.750
**Multiplicity**: 2
**Energy**: -1806.368822 a.u.

Each line ends with the natural charge from an NBO analysis.
Cartesian coordinates (Å):
Mg  3.610  7.993  26.680  0.9944
Cl  5.984  7.949  29.360  2.6591
O  6.972  8.808  28.898  -0.8726
O  6.586  6.788  29.818  -0.8601
O  5.253  8.661  30.366  -0.8545
O  5.107  7.594  28.330  -1.0581
C  6.603  13.656  30.752  -0.6105
C  7.233  12.368  30.194  -0.3695
C  7.474  12.412  28.625  -0.5305
C  6.282  12.502  27.772  0.3172
N  5.334  12.587  27.109  -0.3776
H  5.640  13.846  30.277  0.2139
H  7.352  14.436  30.613  0.1980
H  6.458  13.562  31.828  0.2107
H  6.487  11.603  30.411  0.2204
H  8.168  12.159  30.713  0.2097
H  7.929  11.455  28.367  0.2726
H  8.203  13.150  28.292  0.2451
C  3.280  5.437  31.618  -0.6091
C  3.351  6.569  32.734  -0.3799
C  2.061  7.434  32.821  -0.5223
C  1.589  7.995  31.556  0.3163
N  1.231  8.509  30.576  -0.3668
H  3.241  5.896  30.630  0.2097
H  2.384  4.836  31.776  0.2031
H  4.111  4.732  31.650  0.2159
H  4.276  7.091  32.490  0.2282
H  3.464  6.118  33.720  0.2010
H  2.307  8.280  33.462  0.2545
H  1.313  6.790  33.284  0.2460
C  6.688  1.944  29.838  -0.6209
C  6.513  2.415  28.367  -0.3853
C  5.602  3.631  28.221  -0.5121
C  4.187  3.459  28.673  0.2915
N  3.082  3.329  29.019  -0.3515
H  5.695  1.637  30.165  0.2163
H  7.024  2.694  30.554  0.2166
H  7.432  1.153  29.931  0.2191
H  6.209  1.647  27.655  0.2120
H  7.436  2.705  27.865  0.2072
H  5.535  3.868  27.159  0.2392
H  5.936  4.501  28.786  0.2676
C  7.896  6.306  26.382  -0.6167
C  9.447  6.283  26.464  -0.3867
C  9.971  7.378  27.348  -0.5217
C  9.927  8.747  26.800  0.3043
N  9.884  9.857  26.400  -0.3498
H  7.516  7.304  26.164  0.2122
H  7.449  5.945  27.308  0.2142
H  7.633  5.619  25.578  0.2051
H  9.943  6.358  25.496  0.2081
H  9.739  5.266  26.723  0.2138
H  11.013  7.233  27.632  0.2492
H  9.384  7.398  28.266  0.2642

(3)
Here is a 2-piece molecular cluster, C16H28FN2O4S overall from the Open Molecules 2025 dataset. Energies are from ωB97M-V/def2-TZVPD.

Properties
**Net charge**: -1
**Energy**: -1534.851437 a.u.

Each line ends with the natural charge from an NBO analysis.
Cartesian coordinates (Å):
C  -1.122  3.192  1.122  -0.6382
C  -0.382  3.396  -0.267  -0.4100
C  -1.366  2.868  -1.412  -0.2504
C  -2.184  4.156  -1.863  -0.6251
C  -0.500  2.259  -2.606  -0.4119
C  -1.304  2.332  -3.980  -0.4824
C  -2.738  1.741  -3.927  0.0300
F  -3.195  1.458  -5.269  -0.4236
C  -0.234  0.720  -2.392  -0.4320
C  -0.014  0.274  -0.913  -0.4047
C  0.202  -1.273  -0.726  -0.4094
C  0.361  -1.509  0.847  -0.5167
S  -1.022  -2.526  1.552  0.2304
C  -2.458  -1.471  1.580  0.2671
N  -3.338  -1.252  2.537  -0.3086
N  -4.302  -0.375  2.177  -0.2934
C  -3.963  -0.028  0.929  0.2926
O  -2.874  -0.682  0.519  -0.4172
H  -0.577  2.515  1.821  0.1972
H  -1.258  4.195  1.597  0.1935
H  -2.157  2.795  0.972  0.1955
H  0.556  2.800  -0.340  0.2114
H  -0.140  4.465  -0.447  0.1926
H  -2.037  2.047  -1.040  0.1383
H  -1.765  4.637  -2.768  0.2151
H  -2.143  4.912  -1.034  0.1829
H  -3.253  3.859  -1.946  0.1860
H  -0.721  1.678  -4.685  0.1969
H  -1.262  3.355  -4.417  0.1922
H  -3.445  2.523  -3.555  0.1477
H  -2.858  0.849  -3.278  0.1554
H  -1.003  0.028  -2.841  0.1337
H  0.727  0.490  -2.931  0.1874
H  0.936  0.759  -0.562  0.1900
H  -0.819  0.570  -0.205  0.1938
H  1.111  -1.621  -1.266  0.2041
H  -0.706  -1.859  -1.011  0.2036
H  0.381  -0.512  1.354  0.2307
H  1.338  -1.990  1.088  0.2372
H  -4.485  0.693  0.281  0.2169
C  2.395  -5.179  3.051  -0.2570
O  3.316  -4.240  2.497  -0.4911
C  4.502  -4.207  3.109  0.9798
O  4.833  -4.882  4.050  -0.6453
O  5.259  -3.292  2.494  -0.4907
C  6.566  -3.146  3.046  -0.2555
H  1.473  -5.116  2.476  0.2020
H  2.784  -6.195  2.971  0.1884
H  2.172  -4.934  4.089  0.1940
H  7.124  -4.079  2.966  0.1890
H  6.511  -2.819  4.085  0.1914
H  7.081  -2.382  2.468  0.1962

(4)
Here is a 4-piece molecular cluster, C16H28N4 overall from the Open Molecules 2025 dataset. Energies are from ωB97M-V/def2-TZVPD.

Properties
**Structure (SMILES)**: CCCC#N.CCCC#N.CCCC#N.CCCC#N
**Energy relative to the best compared isomer or geometry (same formula, charge and spin)**: 167.0 kJ/mol

Each line ends with the natural charge from an NBO analysis.
Cartesian coordinates (Å):
C  -11.027  18.159  -32.316  -0.6113
C  -11.272  18.478  -33.802  -0.3833
C  -12.732  18.837  -34.122  -0.5145
C  -13.561  19.486  -33.043  0.2905
N  -14.166  19.999  -32.141  -0.3405
H  -11.054  19.155  -31.874  0.2081
H  -10.057  17.724  -32.074  0.2184
H  -11.827  17.575  -31.862  0.2143
H  -10.980  17.550  -34.294  0.2099
H  -10.588  19.277  -34.088  0.2058
H  -13.150  17.853  -34.332  0.2508
H  -12.862  19.402  -35.044  0.2518
C  -4.878  31.461  -25.408  -0.6201
C  -3.541  31.455  -24.701  -0.3895
C  -2.777  32.742  -24.648  -0.5140
C  -3.505  33.919  -24.163  0.2885
N  -4.129  34.868  -23.813  -0.3333
H  -4.768  31.615  -26.482  0.2083
H  -5.579  32.097  -24.867  0.2206
H  -5.427  30.520  -25.392  0.2209
H  -2.856  30.741  -25.158  0.2082
H  -3.779  31.039  -23.722  0.2096
H  -2.250  32.921  -25.585  0.2487
H  -2.002  32.677  -23.885  0.2522
C  -12.284  23.726  -26.693  -0.6139
C  -13.355  24.529  -27.457  -0.3915
C  -12.839  25.243  -28.703  -0.5104
C  -11.569  25.974  -28.487  0.2891
N  -10.591  26.567  -28.304  -0.3376
H  -12.726  23.032  -25.978  0.2159
H  -11.534  24.387  -26.259  0.2156
H  -11.634  23.138  -27.342  0.2041
H  -13.829  25.112  -26.667  0.2145
H  -14.075  23.777  -27.780  0.2116
H  -13.584  25.904  -29.147  0.2534
H  -12.620  24.526  -29.493  0.2492
C  -13.492  16.068  -24.902  -0.6207
C  -14.309  17.260  -25.458  -0.3824
C  -15.640  17.011  -26.165  -0.5258
C  -15.530  16.272  -27.381  0.2888
N  -15.480  15.631  -28.350  -0.3276
H  -14.080  15.473  -24.202  0.2041
H  -12.604  16.423  -24.379  0.2177
H  -13.049  15.300  -25.536  0.2211
H  -13.660  17.839  -26.115  0.2103
H  -14.490  17.920  -24.609  0.2110
H  -16.177  17.899  -26.500  0.2558
H  -16.360  16.592  -25.463  0.2477

| no. | strongest force on any atom (Eh/bohr) |
| --- | --- |
| 1 | 0.00949 |
| 2 | 0.12659 |
| 3 | 0.06007 |
| 4 | 0.10985 |